The following is a quantum chemistry calculation of 13 unconnected molecules or ions with the total composition C49H72N14O in a non-equilibrium geometry, from OMol25.

## Properties
HOMO energy: -0.296 Ha
LUMO: 0.21 eV
charge: 0
Kohn-Sham gap: 8.277 eV

Geometry (Å):
1 C 21.92386 21.07221 -28.02266
2 O 21.74912 22.24062 -27.63488
3 N 21.99141 19.99536 -27.20173
4 N 22.24691 20.76749 -29.26598
5 H 21.97186 19.09220 -27.65820
6 H 21.63918 20.08534 -26.26233
7 H 22.47330 21.51575 -29.89496
8 H 22.21671 19.76991 -29.41885
9 C 25.30984 12.21608 -28.03198
10 C 25.37439 13.72626 -27.95107
11 C 26.48069 14.10614 -26.91436
12 C 26.51639 15.51175 -26.50066
13 N 26.49434 16.60604 -26.14910
14 H 24.46984 11.79174 -28.58412
15 H 25.29152 11.66300 -27.09263
16 H 26.18934 11.91060 -28.60411
17 H 24.46090 14.24350 -27.65226
18 H 25.65765 14.22532 -28.87848
19 H 27.44385 13.66813 -27.18402
20 H 26.32028 13.51274 -26.00738
21 C 30.74543 22.20935 -26.89692
22 C 31.48365 22.83914 -25.73983
23 C 32.83554 23.47082 -26.09651
24 C 33.74876 22.45598 -26.67829
25 N 34.52822 21.70539 -27.06385
26 H 30.77508 22.98114 -27.67082
27 H 29.67158 22.06830 -26.74884
28 H 31.11350 21.21143 -27.12472
29 H 31.59472 22.13698 -24.91057
30 H 30.94444 23.69244 -25.31595
31 H 33.37518 23.89089 -25.24768
32 H 32.75107 24.26863 -26.83634
33 C 23.02297 17.86206 -23.57734
34 C 23.67638 16.57347 -24.07407
35 C 25.01796 16.31366 -23.39042
36 C 24.96862 16.34957 -21.91710
37 N 24.94972 16.36863 -20.76853
38 H 22.19000 18.22105 -24.18236
39 H 23.63870 18.73201 -23.34218
40 H 22.56986 17.62640 -22.60864
41 H 23.68593 16.63879 -25.16225
42 H 23.04264 15.72977 -23.79131
43 H 25.68710 17.09241 -23.76071
44 H 25.46084 15.35551 -23.66446
45 C 27.32494 24.73311 -23.14122
46 C 28.71979 24.62818 -23.81144
47 C 29.58024 25.85661 -23.46626
48 C 29.13781 27.06636 -24.17992
49 N 28.72788 27.98016 -24.74443
50 H 26.96552 23.71916 -22.96897
51 H 26.63150 25.27789 -23.78287
52 H 27.32352 25.25957 -22.18703
53 H 28.74798 24.31130 -24.85361
54 H 29.29087 23.81254 -23.35532
55 H 30.61562 25.76838 -23.80370
56 H 29.52342 26.14764 -22.41769
57 N 29.35031 17.61077 -26.66958
58 C 30.33170 16.80619 -26.11377
59 C 31.52452 17.33782 -26.55867
60 C 31.24576 18.42924 -27.38245
61 C 29.90553 18.60393 -27.46577
62 H 28.36058 17.48153 -26.53318
63 H 30.15444 16.02764 -25.39211
64 H 32.41334 16.79106 -26.27965
65 H 32.00798 19.00066 -27.89206
66 H 29.30251 19.34501 -27.96255
67 N 28.47324 18.50894 -21.52686
68 C 28.62596 18.32902 -22.87809
69 C 29.31138 19.44104 -23.36130
70 C 29.40479 20.37218 -22.31633
71 C 28.89746 19.76185 -21.18337
72 H 28.06258 17.84482 -20.89402
73 H 28.33347 17.40266 -23.34578
74 H 29.65107 19.51745 -24.38372
75 H 29.68324 21.40506 -22.45248
76 H 28.77388 20.17372 -20.19562
77 N 23.72688 17.75352 -29.48793
78 C 22.52001 17.58926 -30.15733
79 C 21.62346 17.16668 -29.21178
80 C 22.31591 16.82490 -28.01550
81 C 23.56702 17.38238 -28.17810
82 H 24.54741 18.22986 -29.84011
83 H 22.34654 17.94434 -31.15963
84 H 20.56320 16.95841 -29.20293
85 H 21.86244 16.38728 -27.14111
86 H 24.45539 17.45406 -27.56650
87 N 26.52508 20.03570 -28.48906
88 C 26.74240 18.87070 -29.17610
89 C 26.67704 19.12284 -30.50280
90 C 26.43195 20.48539 -30.67433
91 C 26.35803 21.03258 -29.38616
92 H 26.38095 20.03445 -27.48906
93 H 26.96088 17.94188 -28.67100
94 H 26.92419 18.40989 -31.27518
95 H 26.36527 20.93909 -31.65014
96 H 26.17473 22.04787 -29.07246
97 N 20.26518 21.78177 -24.98987
98 C 19.03452 21.32476 -24.59074
99 C 19.23015 20.36538 -23.61414
100 C 20.62803 20.41834 -23.31566
101 C 21.26142 21.15454 -24.30376
102 H 20.42511 22.36988 -25.79633
103 H 18.25254 21.80400 -25.16000
104 H 18.47471 19.84340 -23.05171
105 H 21.03074 19.93921 -22.43659
106 H 22.28087 21.49398 -24.40422
107 N 24.23895 25.43505 -24.97129
108 C 25.27576 25.91668 -25.76210
109 C 25.24341 25.22720 -26.93145
110 C 23.95599 24.58758 -26.93385
111 C 23.42794 24.55419 -25.65829
112 H 24.20326 25.72154 -24.00787
113 H 26.05251 26.55810 -25.37475
114 H 25.85731 25.34774 -27.80914
115 H 23.58886 23.98765 -27.75460
116 H 22.55448 24.04471 -25.29238
117 N 24.83936 21.31509 -25.93684
118 C 25.05132 19.98695 -25.61886
119 C 26.28711 19.78627 -25.06481
120 C 26.89109 21.09581 -25.03429
121 C 25.93426 21.96806 -25.44334
122 H 24.01377 21.77334 -26.29196
123 H 24.21672 19.32729 -25.80650
124 H 26.71059 18.84836 -24.75378
125 H 27.88484 21.37916 -24.72896
126 H 25.96680 23.03768 -25.60427
127 N 24.03811 23.18779 -20.07398
128 C 24.10193 23.17888 -21.47629
129 C 24.70523 21.99525 -21.93615
130 C 24.77113 21.18107 -20.78572
131 C 24.50155 21.94706 -19.71261
132 H 23.76062 23.92765 -19.45988
133 H 23.82411 24.09552 -21.97450
134 H 24.97920 21.71856 -22.94175
135 H 25.03461 20.13454 -20.75899
136 H 24.40944 21.71057 -18.66158

Forces on the atoms, in the same order (eV/Å):
C 0.479 1.691 1.591
O -0.069 -0.546 0.213
N -0.403 -0.253 0.283
N -0.197 -0.500 -0.903
H -0.009 -0.087 0.592
H -0.216 -0.106 0.017
H -0.135 -0.381 -0.351
H 0.471 0.358 -1.245
C 0.073 -0.533 -0.975
C 0.478 1.106 0.998
C -0.420 -0.979 0.472
C 0.185 -0.420 -0.369
N -0.025 -0.187 -0.140
H -0.161 0.498 -0.147
H 0.209 0.449 0.273
H 0.082 -0.312 0.229
H -0.205 -0.370 0.125
H -0.071 -0.433 -0.292
H 0.252 0.778 -0.500
H -0.467 0.277 0.212
C -0.526 0.678 -0.050
C -0.106 0.660 1.204
C 0.663 -1.109 -0.711
C 0.204 0.383 0.243
N -0.217 -0.046 -0.075
H 0.260 -0.689 -0.710
H 0.027 0.064 0.590
H 0.394 0.306 -0.536
H 0.211 -0.041 -0.037
H -0.411 -0.187 -0.094
H -0.266 -0.028 0.200
H -0.265 -0.004 -0.008
C -0.870 -0.092 1.266
C -0.692 0.236 0.482
C 0.382 0.409 -0.474
C -0.103 0.173 -0.373
N 0.041 0.000 -0.078
H 0.137 -0.192 -0.267
H 0.535 -0.219 -0.480
H -0.101 0.116 0.047
H 0.797 -0.419 -0.021
H -0.313 0.095 -0.291
H 0.302 -0.050 0.379
H -0.079 -0.028 -0.114
C 0.347 -0.373 -0.853
C 0.517 -0.155 1.747
C -0.073 0.986 -1.373
C -0.606 0.047 -0.184
N 0.119 -0.071 0.055
H -0.348 0.107 -0.026
H 0.047 -0.263 0.045
H 0.405 -0.084 0.083
H -0.455 0.696 -0.237
H -0.273 -0.150 0.316
H 0.127 -0.410 0.443
H 0.219 -0.543 0.150
N -0.354 -0.049 0.018
C -0.170 1.669 -0.872
C -0.339 -1.966 1.101
C 1.557 0.688 -0.801
C -0.684 -0.949 1.039
H 0.034 0.088 0.075
H -0.266 -0.055 -0.150
H 0.480 0.699 -0.296
H -0.143 0.122 -0.018
H -0.049 -0.111 -0.045
N -0.351 0.430 -0.149
C 1.239 0.339 0.214
C -1.017 -1.258 -0.520
C -0.191 -0.145 0.370
C 0.150 0.493 -0.245
H -0.106 0.070 -0.032
H 0.139 -0.002 -0.044
H -0.077 0.218 -0.019
H 0.303 -0.046 0.366
H -0.035 -0.199 0.044
N -1.112 0.016 -0.058
C 0.089 0.928 0.797
C -0.738 -1.697 0.462
C 0.463 1.633 -0.166
C 1.191 -1.065 -0.417
H 0.102 -0.060 -0.055
H 0.209 -0.098 -0.035
H 0.000 0.102 -0.980
H 0.155 0.131 0.114
H -0.217 -0.136 0.305
N 0.229 -0.925 -0.351
C 0.016 -0.633 1.188
C 0.492 -0.765 -0.843
C -0.077 0.886 0.773
C -0.424 0.494 -1.238
H 0.076 0.434 0.145
H -0.058 0.095 0.127
H -0.184 -0.009 -0.024
H -0.043 0.458 0.265
H -0.034 -0.050 0.038
N -0.148 -0.271 -0.363
C 0.749 0.233 -0.964
C 0.208 1.541 0.206
C -0.196 -1.071 -0.466
C -0.406 0.709 1.520
H 0.060 -0.119 -0.097
H -0.660 -0.634 0.418
H -0.018 0.033 -0.018
H 0.439 -0.145 -0.312
H 0.069 -0.169 0.075
N 0.599 0.815 0.668
C 0.246 -1.166 0.942
C -1.959 0.883 -0.876
C 0.606 -2.189 -0.312
C 1.147 1.433 -1.247
H -0.438 -0.250 0.009
H -0.231 0.122 0.145
H 0.144 0.098 0.137
H -0.177 0.046 0.059
H -0.011 0.258 0.286
N 1.178 -0.865 1.577
C -1.620 -0.536 -0.623
C 0.044 1.015 -0.512
C -0.229 -0.504 0.581
C 0.116 1.742 -1.543
H -0.125 -0.183 0.013
H 0.277 -0.306 0.007
H 0.009 0.056 -0.038
H -0.058 -0.141 0.214
H 0.248 0.009 0.175
N 0.761 -1.703 -2.548
C 0.960 0.692 0.047
C -1.902 1.450 0.820
C 1.195 -0.698 -0.335
C -1.305 0.431 2.441
H -0.080 0.050 -0.116
H 0.096 -0.138 -0.279
H -0.213 0.123 -0.089
H 0.216 0.085 0.078
H 0.275 -0.361 -0.105